Below is 3 unconnected molecules or ions with the total composition C3H8N2O, with properties calculated with ωB97M-V/def2-TZVPD.

Element x y z (Å)
H 1.9950 -0.8186 1.0444
C -0.3230 -0.0458 1.2671
H 0.4049 0.4406 -1.5130
C 1.9755 0.9451 -0.3155
C 1.7185 0.0537 0.4890
H 2.4741 1.6845 -0.8948
N -0.5107 -0.0340 -1.5940
O -1.8507 -1.4166 -0.4533
N -0.5561 -1.0001 -0.6589
H -2.4513 -0.6425 -0.4176
H -1.0443 0.6793 0.8897
H -1.2825 0.6442 -1.5560
H 0.2016 0.4762 2.0634
H -0.7511 -0.9661 1.6492

Output
Max |F|: 1.69 eV Å⁻¹
Spin multiplicity: 1
DFT total energy: -8259.9078 eV

Mulliken population analysis, charges in e, atoms 1 to 2: 0.3344 -1.0401